One molecule with the formula C4H6O2S2 in a non-equilibrium geometry. Source: the OMol25 dataset; level of theory: ωB97M-V/def2-TZVPD.

Total charge ... 0
M ... 150.2 g/mol
Orbital gap ... 8.827 eV
Energy above the lowest of the compared OMol25 structures with the same formula, charge and spin ... 4.790 eV

```
14
Properties=species:S:1:pos:R:3:forces:R:3:mulliken_charge:R:1
C 1.14804 -0.22270 -2.38212 -0.88 0.21 0.80 0.050
C 1.25507 -0.55559 -0.94872 -2.37 -0.86 -0.01 -0.183
C -0.52441 0.66652 0.30926 -0.39 2.03 4.68 -1.101
C -0.02794 -0.71728 -0.06843 -0.01 0.35 -0.24 -0.300
O 0.51374 0.56929 -4.72207 -0.18 -0.03 -0.42 -0.492
O 3.18901 -1.81166 -2.35428 1.82 -0.65 -0.44 -0.538
S 0.42938 0.85194 -3.29700 0.22 0.31 -0.04 0.261
S 1.75366 -1.85206 -2.22536 -0.72 0.72 1.04 0.372
H 1.99248 -0.05389 -0.37109 1.21 0.00 0.08 0.449
H 0.24889 1.42659 0.81482 -1.46 -1.79 -1.23 0.257
H -1.48015 0.72826 1.05655 2.38 -0.83 -1.26 0.308
H -1.00415 1.14714 -0.48863 -0.01 0.80 -1.69 0.311
H -0.90123 -1.01668 -0.60383 -0.22 -1.02 -1.14 0.245
H 0.03572 -1.47731 0.73316 0.60 0.77 -0.13 0.362
```
Forces are in eV/Å.

One molecule with the formula C4H6O2Si in a non-equilibrium geometry. Source: the OMol25 dataset; level of theory: ωB97M-V/def2-TZVPD.

Total charge ... 0
M ... 114.2 g/mol
Orbital gap ... 6.912 eV
Energy above the lowest of the compared OMol25 structures with the same formula, charge and spin ... 2.590 eV

```
13
Properties=species:S:1:pos:R:3:forces:R:3:mulliken_charge:R:1
C -0.60988 1.27582 -0.42706 0.02 -3.73 2.36 -0.349
C -1.52291 0.14105 -0.60457 -0.56 1.96 -1.01 0.224
C 0.51332 1.19623 0.64555 0.26 -0.74 -3.58 -0.675
C 1.11063 -0.26833 0.54344 -3.14 0.45 1.71 -0.735
O -2.63616 0.18079 -1.16135 1.08 -0.59 0.60 -0.673
O -0.23066 -2.93406 -0.18548 0.04 1.69 0.31 -0.532
Si -0.36419 -1.27404 -0.12040 1.06 1.52 0.70 0.603
H -0.84531 2.17154 -0.91625 -0.46 1.17 -0.54 0.449
H 1.30413 1.82600 0.26626 0.42 0.41 -0.17 0.305
H 0.39577 1.58636 1.62701 -0.95 -0.15 1.00 0.320
H 1.90392 -0.17735 -0.13080 1.48 -0.47 -0.65 0.405
H 1.30440 -0.55516 1.56439 1.03 -0.59 0.13 0.339
H -0.32304 -3.16885 -1.10075 -0.27 -0.93 -0.85 0.318
```
Forces are in eV/Å.

One molecule with the formula C4H6O3S in a non-equilibrium geometry. Source: the OMol25 dataset; level of theory: ωB97M-V/def2-TZVPD.

SMILES ... C=C/C=C\S(=O)(=O)O
Total charge ... 0
M ... 134.2 g/mol
Orbital gap ... 10.231 eV
Energy above the lowest of the compared OMol25 structures with the same formula, charge and spin ... 2.649 eV

```
14
Properties=species:S:1:pos:R:3:forces:R:3:mulliken_charge:R:1
C -0.64189 -1.20280 -0.06138 0.42 1.64 -1.24 -0.104
C 0.61771 -1.23560 0.33742 1.37 -1.04 0.55 -0.584
C -1.18520 0.04928 -0.73063 -1.93 0.97 -0.76 -0.041
C -1.89996 1.02321 -0.10805 1.16 -1.43 -0.80 -0.703
O 3.06964 -0.29128 -0.05451 1.02 -0.42 1.04 -0.568
O 1.28160 1.21886 1.02253 0.92 -1.10 -0.27 -0.414
O 1.26820 0.74867 -1.31729 0.49 -0.53 0.78 -0.560
S 1.72548 0.12755 -0.09933 -2.59 1.17 -1.56 1.113
H -1.14734 -2.14851 -0.03998 -0.81 -0.06 0.22 0.373
H 1.04640 -2.16756 0.81828 -0.20 1.41 -0.73 0.375
H -1.08710 0.23063 -1.87008 0.17 -0.88 2.09 0.222
H 1.31763 0.70030 1.83767 -0.02 0.40 0.56 0.365
H -2.14090 1.07056 0.93624 0.11 -0.33 0.44 0.268
H -2.22427 1.87668 -0.67089 -0.11 0.18 -0.32 0.258
```
Forces are in eV/Å.

One molecule with the formula C4H6O4 in a non-equilibrium geometry. Source: the OMol25 dataset; level of theory: ωB97M-V/def2-TZVPD.

SMILES ... C/C(=C/O)OC(=O)O
Total charge ... 0
M ... 118.1 g/mol
Orbital gap ... 9.452 eV
Energy above the lowest of the compared OMol25 structures with the same formula, charge and spin ... 2.534 eV

```
14
Properties=species:S:1:pos:R:3:forces:R:3:mulliken_charge:R:1
C -0.47996 -1.75545 0.40993 -0.64 -0.06 -0.01 -1.243
C -0.81694 1.22821 1.05553 -0.39 3.86 2.00 0.752
C 0.07452 -0.39513 0.13223 1.98 -0.67 -1.82 0.437
C 0.60522 -0.02423 -1.06396 -0.09 -1.58 1.45 -0.192
O 0.30194 0.43963 1.25403 -1.21 -0.43 -0.98 -0.344
O -0.56338 2.20224 0.08157 -0.48 -1.06 1.39 -0.465
O 1.52033 0.97606 -1.16365 0.43 0.65 -0.46 -0.558
O -1.76671 1.29328 1.81264 1.71 -0.82 -2.15 -0.514
H 0.39355 2.18112 -0.12926 -0.58 -0.11 0.01 0.391
H 2.16045 0.75314 -1.86467 -0.54 0.32 0.42 0.347
H 0.45015 -0.58211 -1.98073 -0.21 -0.23 0.24 0.404
H -0.86315 -1.81242 1.43303 0.04 0.11 -0.20 0.340
H -1.30915 -1.98352 -0.26604 0.10 -0.10 0.07 0.336
H 0.29313 -2.52081 0.28936 -0.12 0.12 0.04 0.310
```
Forces are in eV/Å.

C4H6O4 as an isolated structure in a non-equilibrium geometry. Source: the OMol25 dataset; level of theory: ωB97M-V/def2-TZVPD.

Total charge ... 0
M ... 118.1 g/mol
Orbital gap ... 8.169 eV
Energy above the lowest of the compared OMol25 structures with the same formula, charge and spin ... 9.563 eV

```
14
Properties=species:S:1:pos:R:3:forces:R:3:mulliken_charge:R:1
C 0.40581 0.87315 0.72249 2.34 -2.98 4.00 -0.090
C 0.96047 0.01516 -0.31629 3.63 -0.72 -1.44 -0.241
C -0.31849 -0.36508 0.29607 0.22 -0.82 -1.34 0.754
C -1.47246 -0.00767 -0.50790 -4.87 -2.02 0.67 0.131
H 0.14987 2.56636 -0.78626 -1.29 -1.67 4.27 0.316
H 1.10044 0.53468 1.58994 -1.34 1.75 -0.32 0.302
H 0.82516 0.58870 -1.17907 0.26 0.39 -2.33 0.221
H 1.75085 -1.88127 -0.69357 3.05 4.86 1.95 0.389
H -1.05707 -2.17088 1.06703 0.59 2.18 -0.79 0.374
H -1.59386 0.88829 -1.22925 0.65 -1.45 1.00 0.151
O -0.30712 1.97123 0.57107 1.78 3.83 -4.34 -0.626
O 2.33676 -0.78234 -0.30350 -6.91 -2.99 -1.47 -0.543
O -0.31052 -1.50869 0.99352 -0.01 -2.46 1.76 -0.604
O -2.46985 -0.72163 -0.22429 1.90 2.09 -1.62 -0.534
```
Forces are in eV/Å.

One molecule with the formula C4H6O4 in a non-equilibrium geometry. Source: the OMol25 dataset; level of theory: ωB97M-V/def2-TZVPD.

SMILES ... O=C(O)[C@]1(O)C[C@@H]1O
Total charge ... 0
M ... 118.1 g/mol
Orbital gap ... 10.076 eV
Energy above the lowest of the compared OMol25 structures with the same formula, charge and spin ... 3.919 eV

```
14
Properties=species:S:1:pos:R:3:forces:R:3:mulliken_charge:R:1
C -0.96790 -1.04664 0.49301 -1.68 0.94 -0.94 -0.265
C 0.34686 -1.06054 1.11557 4.14 -4.29 -0.56 -0.544
C -0.13717 0.15008 0.48948 0.98 1.36 0.35 0.466
C 0.56061 0.53955 -0.72335 1.83 -0.62 -3.74 0.545
H -1.01213 -0.92069 -1.39305 -0.70 -1.01 0.68 0.430
H -1.58004 -1.04056 1.30715 -2.70 0.00 1.60 0.450
H 1.15968 -1.70250 0.61889 -0.95 1.40 0.71 0.222
H 0.39546 -1.10261 2.21739 -0.28 0.12 -0.76 0.255
H -0.76495 1.95861 0.97118 1.72 -2.17 1.41 0.374
H 1.26586 1.51158 0.57797 1.96 1.07 -2.27 0.496
O -1.53167 -1.44028 -0.69443 0.83 -0.41 -0.62 -0.623
O -0.14662 1.20846 1.36995 -2.61 3.69 0.07 -0.651
O 1.64053 1.48593 -0.43621 -4.70 -2.90 1.48 -0.521
O 0.25297 -0.02892 -1.80779 2.16 2.82 2.60 -0.634
```
Forces are in eV/Å.

C4H6O4 as an isolated structure in a non-equilibrium geometry. Source: the OMol25 dataset; level of theory: ωB97M-V/def2-TZVPD.

Total charge ... 0
M ... 118.1 g/mol
Orbital gap ... 9.670 eV
Energy above the lowest of the compared OMol25 structures with the same formula, charge and spin ... 5.864 eV

```
14
Properties=species:S:1:pos:R:3:forces:R:3:mulliken_charge:R:1
C 1.52025 -0.18642 0.67280 0.44 -0.87 -1.96 -0.880
C 0.04394 -0.07423 0.23548 -0.10 2.40 3.20 0.805
C -0.50356 -1.16799 -0.58423 -2.99 -0.96 -0.58 0.040
C -0.18132 1.38620 -0.43656 -3.66 0.54 -2.43 0.083
H 3.30761 0.20011 -0.24500 -4.02 -1.71 -2.02 0.338
H 1.52532 0.67244 1.33451 1.15 0.59 -0.19 0.393
H 1.93679 -1.04796 1.24703 -1.24 0.32 -0.37 0.347
H -1.73170 -0.48808 1.06569 3.85 2.61 2.06 0.440
H 0.04784 -1.36765 -1.49640 0.34 -0.45 -0.24 0.387
H 0.83705 1.92226 -0.98755 -2.93 -1.05 1.75 0.256
O 2.32767 -0.18736 -0.62535 3.22 2.49 4.03 -0.550
O -0.70682 0.18496 1.49307 -3.47 -4.44 -3.68 -0.664
O -1.60993 -1.71176 -0.38604 2.73 1.68 0.33 -0.536
O -1.41077 1.75960 -0.51209 6.68 -1.15 0.09 -0.459
```
Forces are in eV/Å.

One molecule with the formula C4H6O5 in a non-equilibrium geometry. Source: the OMol25 dataset; level of theory: ωB97M-V/def2-TZVPD.

SMILES ... CC(=O)OCOC(=O)O
Total charge ... 0
M ... 134.1 g/mol
Orbital gap ... 11.068 eV
Energy above the lowest of the compared OMol25 structures with the same formula, charge and spin ... 3.332 eV

```
15
Properties=species:S:1:pos:R:3:forces:R:3:mulliken_charge:R:1
C -0.63605 1.22532 -1.70584 0.27 -0.30 1.21 -0.689
C -1.54250 0.85457 -0.41229 -1.75 3.15 0.46 0.605
O -2.25675 1.75729 0.09984 2.82 -4.29 -1.78 -0.517
O -1.47039 -0.48760 0.13858 1.07 2.09 0.37 -0.277
C -0.42945 -0.37697 1.15213 1.27 1.12 0.07 -0.261
O 0.17396 -1.64526 1.50009 1.51 1.89 -1.25 -0.248
C 1.36126 -1.81562 0.73119 0.04 -3.85 -4.20 0.730
O 1.34081 -2.69323 -0.17324 0.24 3.59 4.11 -0.458
O 2.58102 -1.12101 0.92602 -2.66 0.04 0.26 -0.419
H 0.41232 0.75073 -1.61113 -1.79 0.44 -0.33 0.230
H -0.48205 2.35635 -1.65342 -0.50 -1.64 -0.23 0.292
H -1.15183 0.90658 -2.67254 0.75 0.38 1.44 0.280
H 0.40266 0.27570 0.67863 -1.20 -0.73 0.81 0.073
H -0.76450 0.15791 2.10142 -0.01 -1.05 -1.30 0.298
H 2.46147 -0.14476 0.90056 -0.08 -0.84 0.36 0.361
```
Forces are in eV/Å.

A 2-piece molecular cluster, C4H6OS overall in a non-equilibrium geometry. Source: the OMol25 dataset; level of theory: ωB97M-V/def2-TZVPD.

Total charge ... 0
M ... 102.2 g/mol
Orbital gap (alpha / beta) ... 8.741 / 5.970 eV
Energy above the lowest of the compared OMol25 structures with the same formula, charge and spin ... 6.106 eV

```
12
Properties=species:S:1:pos:R:3:forces:R:3:mulliken_charge:R:1
C -0.61674 0.19565 -0.44877 -0.63 -0.57 0.98 0.261
C -0.05249 -0.12997 0.76848 -1.07 2.75 -3.36 0.168
C -1.29869 -0.37701 -1.61030 0.46 2.30 -1.92 -0.784
C 0.00229 -0.93219 1.74778 0.44 -3.90 3.41 -0.531
O 2.83016 1.50703 0.18669 -0.27 0.72 0.67 -0.580
S 0.13233 1.58643 0.10502 1.14 -0.09 0.58 -0.112
H -0.39421 -0.43093 -2.28009 -1.15 -0.79 -0.19 0.273
H -1.96074 0.43425 -2.11728 0.92 -1.45 0.93 0.254
H -1.85828 -1.30643 -1.47447 0.48 0.20 0.11 0.313
H 0.60172 -0.78790 2.66323 -0.53 0.02 -0.65 0.273
H 3.11715 2.19592 0.84958 -0.59 -0.83 -0.85 0.270
H -0.50250 -1.95484 1.61013 0.81 1.64 0.29 0.196
```
Forces are in eV/Å.

One molecule with the formula C4H6OS in a non-equilibrium geometry. Source: the OMol25 dataset; level of theory: ωB97M-V/def2-TZVPD.

SMILES ... C/C=C/OC=S
Total charge ... 0
M ... 102.2 g/mol
Orbital gap ... 9.270 eV
Energy above the lowest of the compared OMol25 structures with the same formula, charge and spin ... 1.826 eV

```
12
Properties=species:S:1:pos:R:3:forces:R:3:mulliken_charge:R:1
C 2.78556 1.96183 1.00567 -1.99 1.25 0.83 -1.062
C 1.57559 1.42835 0.25737 1.16 -0.20 1.13 -0.140
C 0.80623 0.42921 0.62182 -0.64 -0.44 0.87 -0.032
C -0.96211 -0.95362 0.01545 -0.51 -1.14 0.94 0.077
H 2.49770 2.91172 1.59648 0.44 -1.30 -1.05 0.241
H 3.12187 1.26527 1.73901 0.30 -0.61 0.52 0.324
H 3.58806 2.20042 0.35003 0.61 0.23 -0.56 0.324
H 1.29981 1.84933 -0.66567 -0.22 0.84 -1.02 0.359
H 0.82007 -0.22929 1.49815 0.55 0.47 -0.14 0.194
H -0.67411 -1.43520 0.98841 -0.32 0.03 -0.86 0.169
O -0.32178 0.18047 -0.14090 0.03 0.45 -1.13 -0.181
S -2.08192 -1.57504 -0.98632 0.58 0.43 0.46 -0.272
```
Forces are in eV/Å.

One molecule with the formula C4H6OS in a non-equilibrium geometry. Source: the OMol25 dataset; level of theory: ωB97M-V/def2-TZVPD.

SMILES ... C=COCC=S
Total charge ... 0
M ... 102.2 g/mol
Orbital gap ... 8.467 eV
Energy above the lowest of the compared OMol25 structures with the same formula, charge and spin ... 2.379 eV

```
12
Properties=species:S:1:pos:R:3:forces:R:3:mulliken_charge:R:1
C 2.93720 -0.84430 0.14587 -0.35 1.16 -1.27 -0.759
C 1.81002 -0.27841 -0.33231 0.99 -0.88 0.74 0.059
C -0.10058 1.04637 -0.13365 0.35 0.81 1.50 -0.470
C -1.00466 0.00397 0.46509 0.58 -1.43 0.51 -0.133
H 3.61483 -0.24671 0.73774 -0.10 -0.08 0.43 0.276
H 3.37506 -1.71032 -0.35079 -0.49 0.04 0.29 0.259
H 1.18451 -0.81778 -1.03318 -0.13 0.05 -0.17 0.339
H -0.38454 1.99033 0.35971 0.17 -0.14 -0.23 0.318
H -0.32977 1.13203 -1.15754 -0.14 0.17 -1.46 0.376
H -0.57209 -0.58002 1.31551 -0.27 0.68 -0.49 0.317
O 1.33615 0.94202 0.07183 -1.19 -0.87 0.01 -0.379
S -2.46432 -0.42934 -0.08226 0.57 0.49 0.14 -0.204
```
Forces are in eV/Å.

One molecule with the formula C4H6OS in a non-equilibrium geometry. Source: the OMol25 dataset; level of theory: ωB97M-V/def2-TZVPD.

SMILES ... C=COCC=S
Total charge ... 0
M ... 102.2 g/mol
Orbital gap (alpha / beta) ... 8.490 / 8.490 eV
Energy above the lowest of the compared OMol25 structures with the same formula, charge and spin ... 3.048 eV

```
12
Properties=species:S:1:pos:R:3:forces:R:3:mulliken_charge:R:1
C -1.27309 -0.25487 0.03174 -1.35 4.54 -0.32 0.131
C -2.44953 0.37299 -0.13970 2.86 -2.30 0.51 -0.860
C 1.01430 -0.11299 0.53416 0.05 0.15 -1.94 -0.326
C 2.09169 0.21433 -0.43078 2.60 0.06 -1.46 -0.301
O -0.16625 0.57454 0.29621 -1.82 -1.62 -0.48 -0.290
S 3.65115 -0.14447 -0.08851 -0.70 0.34 0.09 -0.207
H -3.27703 -0.09627 -0.49929 -2.05 -1.85 -0.75 0.280
H -2.63644 1.33559 0.09951 0.09 3.20 0.62 0.301
H 0.99531 -1.17747 0.35546 -0.83 -0.73 0.27 0.311
H 1.24876 0.05860 1.52716 1.21 0.21 1.94 0.369
H -1.19052 -1.26939 -0.15314 0.90 -1.88 -0.25 0.310
H 1.99165 0.49941 -1.53281 -0.96 -0.12 1.77 0.284
```
Forces are in eV/Å.